# 1
Density functional theory data (ωB97M-V with the def2-TZVPD basis set) for a structure of composition C4H6Cl3O4Pd in a non-equilibrium geometry.

Values from the calculation:
* spin multiplicity: 4
* electronic energy: -53473.3229 eV
* Kohn-Sham gap (spin up / spin down): 0.081 / 0.246 Ha
* expectation value of S²: 3.755
* max |F|: 0.05464 hartree/bohr
* lowest unoccupied orbital energy (spin up / spin down): 10.12 / 10.05 eV
* total charge: -4

Element x y z (Å)
Pd  13.003  4.768  12.857
C  10.876  4.139  16.817
C  11.869  5.097  16.177
O  11.902  5.335  14.939
O  12.680  5.545  17.000
H  10.674  4.436  17.846
H  11.433  3.202  16.850
H  9.903  4.222  16.333
C  15.053  1.248  14.440
C  14.508  2.671  14.218
O  15.215  3.695  13.977
O  13.282  2.715  14.107
H  14.437  0.613  13.804
H  14.990  1.000  15.500
H  16.115  1.183  14.203
Cl  14.285  4.127  10.557
Cl  10.776  4.333  11.677
Cl  13.480  7.248  12.400


# 2
Density functional theory data (ωB97M-V with the def2-TZVPD basis set) for a structure of composition C37H63Br9O18 in a non-equilibrium geometry.

Values from the calculation:
* spin multiplicity: 2
* electronic energy: -706615.7512 eV
* Kohn-Sham gap (spin up / spin down): 0.257 / 0.061 Ha
* expectation value of S²: 0.756
* max |F|: 0.13594 hartree/bohr
* lowest unoccupied orbital energy (spin up / spin down): -4.59 / -9.77 eV
* total charge: +1

Element x y z (Å)
C  2.754  -2.041  -2.218
C  3.307  -3.424  -1.794
C  3.729  -4.323  -2.983
O  4.981  -4.803  -2.555
C  5.477  -4.100  -1.521
O  6.629  -4.302  -1.093
O  4.541  -3.222  -1.102
H  2.394  -1.528  -1.326
H  1.925  -2.292  -2.879
H  3.482  -1.386  -2.697
H  2.623  -3.999  -1.170
H  3.830  -3.641  -3.827
H  2.947  -5.058  -3.175
C  -4.478  5.617  1.468
C  -4.271  4.148  1.083
C  -4.685  3.819  -0.339
O  -3.507  3.401  -0.976
C  -2.479  3.421  -0.077
O  -1.312  3.220  -0.399
O  -2.945  3.829  1.158
H  -4.504  5.859  2.531
H  -5.472  5.909  1.129
H  -3.797  6.118  0.781
H  -4.878  3.508  1.723
H  -5.098  4.621  -0.952
H  -5.394  2.991  -0.312
C  -0.202  -0.578  -4.753
C  1.154  -0.154  -5.276
C  1.823  -1.171  -6.201
O  1.771  -0.628  -7.498
C  1.137  0.529  -7.439
O  0.960  1.229  -8.444
O  0.866  0.829  -6.250
H  -0.185  -1.322  -3.956
H  -0.856  -1.066  -5.476
H  -0.644  0.305  -4.291
H  1.752  0.212  -4.442
H  1.408  -2.179  -6.186
H  2.865  -1.271  -5.898
C  0.331  -5.759  -1.449
C  -0.749  -4.835  -1.037
C  -0.708  -3.484  -1.799
O  -2.032  -3.316  -2.181
C  -2.729  -4.422  -1.968
O  -3.937  -4.505  -2.146
O  -1.980  -5.383  -1.396
H  0.335  -5.719  -2.538
H  0.106  -6.768  -1.105
H  1.303  -5.505  -1.028
H  -0.696  -4.733  0.046
H  -0.061  -3.553  -2.673
H  -0.377  -2.753  -1.062
C  2.383  -1.080  5.123
C  1.227  -2.054  5.350
O  1.411  -3.131  5.855
C  -0.123  -1.683  4.727
H  2.831  -1.240  4.142
H  3.114  -1.173  5.926
H  2.015  -0.054  5.135
H  0.141  -1.541  3.679
H  -0.620  -0.802  5.132
H  -0.780  -2.549  4.813
C  -1.000  3.120  4.646
C  -0.923  2.432  6.050
O  0.058  2.444  6.788
C  -2.160  1.641  6.554
H  -1.990  3.395  4.282
H  -0.495  2.476  3.927
H  -0.284  3.935  4.753
H  -3.080  1.938  6.050
H  -2.339  1.789  7.619
H  -2.024  0.562  6.482
C  -4.146  0.992  -3.917
C  -5.456  1.795  -3.870
O  -6.489  1.246  -3.465
C  -5.431  3.261  -4.221
H  -4.355  -0.049  -3.672
H  -3.446  1.480  -3.238
H  -3.635  0.918  -4.877
H  -4.872  3.459  -5.136
H  -5.046  3.824  -3.371
H  -6.457  3.611  -4.336
C  2.695  -5.635  3.324
C  2.476  -4.933  2.013
O  2.925  -5.359  0.918
C  1.829  -3.502  2.124
H  3.215  -4.873  3.904
H  3.226  -6.578  3.195
H  1.768  -5.791  3.876
H  2.555  -2.872  2.637
H  0.917  -3.491  2.721
H  1.625  -3.096  1.133
C  -0.205  0.219  -1.334
C  0.079  -0.125  0.140
O  0.246  -1.306  0.481
C  0.197  0.985  1.127
H  0.370  -0.480  -1.941
H  0.234  1.212  -1.433
H  -1.245  0.242  -1.662
H  -0.774  1.460  1.265
H  0.966  1.721  0.893
H  0.384  0.565  2.116
C  2.198  4.227  2.226
C  2.506  3.524  3.496
O  2.319  2.333  3.579
C  3.042  4.318  4.695
H  1.141  4.250  1.963
H  2.766  3.726  1.442
H  2.585  5.245  2.185
H  2.592  5.309  4.744
H  4.109  4.450  4.513
H  2.894  3.735  5.604
C  -3.793  -0.590  1.291
Br  -4.322  0.206  -0.424
Br  -5.306  -1.613  2.096
Br  -3.321  0.824  2.561
H  -2.967  -1.290  1.165
C  1.264  4.074  -3.412
Br  1.142  5.652  -4.585
Br  -0.262  2.879  -3.664
Br  1.414  4.693  -1.524
H  2.193  3.539  -3.612
C  3.893  1.478  0.295
Br  3.050  1.558  -1.520
Br  5.591  2.484  0.486
Br  4.077  -0.450  0.839
H  3.228  1.771  1.107


# 3
Density functional theory data (ωB97M-V with the def2-TZVPD basis set) for a cluster of 7 separate species, C49H107N5O7 in total in a non-equilibrium geometry.

Values from the calculation:
* SMILES string: CC1(C)CCCC(C)(C)N1O.CC1(C)CCCC(C)(C)N1O.CC1(C)CCCC(C)(C)N1O.CC1(C)CCCC(C)(C)N1O.CC1(C)CCCC(C)(C)N1O.CCO.CCO
* electronic energy: -74320.2835 eV
* Kohn-Sham gap: 0.298 Ha
* energy relative to the best compared isomer or geometry (same formula, charge and spin): 5.816 eV
* max |F|: 0.06566 hartree/bohr
* lowest unoccupied orbital energy: 0.35 eV

Element x y z (Å)
C  -7.194  -3.110  4.778
C  -6.733  -1.619  4.540
C  -5.185  -1.566  4.378
C  -7.409  -1.154  3.281
C  -8.933  -0.918  3.359
C  -9.323  -0.053  4.465
C  -8.699  -0.468  5.879
C  -8.795  0.746  6.794
C  -9.391  -1.682  6.522
N  -7.193  -0.722  5.633
O  -6.436  -0.783  6.804
H  -6.462  -3.674  4.199
H  -7.149  -3.326  5.845
H  -8.164  -3.387  4.365
H  -4.929  -0.521  4.555
H  -4.710  -2.109  5.196
H  -4.995  -1.909  3.361
H  -6.955  -0.246  2.885
H  -7.454  -1.870  2.460
H  -9.385  -0.535  2.444
H  -9.390  -1.892  3.534
H  -10.400  -0.220  4.466
H  -9.170  0.986  4.171
H  -9.758  1.234  6.646
H  -8.077  1.472  6.412
H  -8.688  0.571  7.865
H  -10.413  -1.520  6.866
H  -8.829  -2.073  7.370
H  -9.484  -2.547  5.864
H  -6.047  0.095  6.802
C  9.603  5.939  -4.910
C  8.268  5.665  -5.748
C  8.799  4.966  -7.047
C  7.432  4.530  -5.098
C  6.689  5.113  -3.885
C  5.826  6.271  -4.402
C  6.528  7.431  -5.122
C  5.514  8.339  -5.830
C  7.299  8.332  -4.087
N  7.429  6.861  -6.166
O  8.130  7.807  -6.937
H  9.381  6.285  -3.901
H  10.044  4.966  -4.694
H  10.176  6.699  -5.441
H  9.314  4.032  -6.823
H  8.101  4.594  -7.796
H  9.532  5.652  -7.473
H  6.722  4.068  -5.784
H  8.103  3.708  -4.847
H  6.091  4.304  -3.466
H  7.375  5.325  -3.066
H  5.184  6.650  -3.607
H  5.165  5.783  -5.118
H  4.848  8.832  -5.122
H  4.907  7.774  -6.538
H  5.968  9.075  -6.493
H  7.966  7.794  -3.414
H  6.536  8.720  -3.413
H  7.763  9.270  -4.390
H  7.837  7.654  -7.838
C  -5.795  1.721  -8.257
C  -4.189  1.424  -8.082
C  -3.718  1.647  -6.586
C  -3.932  -0.099  -8.476
C  -2.468  -0.331  -8.722
C  -2.096  0.534  -9.911
C  -2.177  1.976  -9.615
C  -0.968  2.467  -8.763
C  -2.008  2.616  -11.008
N  -3.470  2.317  -8.977
O  -3.537  3.654  -8.598
H  -6.101  2.537  -7.603
H  -6.161  2.003  -9.245
H  -6.401  0.868  -7.953
H  -4.481  1.216  -5.938
H  -2.753  1.219  -6.313
H  -3.852  2.709  -6.380
H  -4.220  -0.773  -7.670
H  -4.502  -0.423  -9.348
H  -1.746  -0.220  -7.913
H  -2.201  -1.356  -8.981
H  -2.722  0.252  -10.757
H  -1.057  0.233  -10.047
H  -0.984  2.128  -7.727
H  -0.831  3.544  -8.659
H  -0.063  2.111  -9.254
H  -2.975  2.602  -11.511
H  -1.307  2.109  -11.672
H  -1.624  3.632  -10.913
H  -4.014  4.017  -9.348
C  4.984  -0.845  11.673
C  4.297  -1.747  10.626
C  5.244  -2.826  10.130
C  3.101  -2.432  11.354
C  2.087  -3.033  10.400
C  1.565  -1.946  9.493
C  2.667  -1.199  8.627
C  3.041  -2.057  7.397
C  1.939  0.115  8.266
N  3.823  -0.826  9.506
O  4.837  -0.169  8.814
H  4.316  -0.007  11.875
H  5.056  -1.431  12.589
H  5.993  -0.498  11.451
H  4.757  -3.634  9.582
H  6.042  -2.479  9.474
H  5.809  -3.233  10.969
H  3.553  -3.108  12.079
H  2.574  -1.723  11.992
H  2.642  -3.761  9.809
H  1.324  -3.593  10.941
H  0.891  -1.305  10.061
H  0.945  -2.594  8.873
H  2.195  -2.317  6.760
H  3.675  -2.911  7.633
H  3.773  -1.470  6.842
H  1.715  0.688  9.165
H  0.946  -0.087  7.865
H  2.344  0.901  7.628
H  4.938  0.559  9.432
C  0.409  -9.885  -3.046
C  0.100  -8.360  -3.242
C  -0.010  -8.037  -4.754
C  -1.301  -8.205  -2.586
C  -1.231  -7.905  -1.145
C  -0.372  -6.635  -0.954
C  1.086  -6.963  -1.327
C  1.729  -5.594  -1.391
C  1.821  -7.892  -0.338
N  1.141  -7.537  -2.672
O  2.427  -7.543  -3.231
H  1.361  -10.127  -3.519
H  0.523  -10.317  -2.052
H  -0.264  -10.473  -3.670
H  0.892  -8.298  -5.308
H  -0.804  -8.591  -5.254
H  -0.254  -6.992  -4.942
H  -1.954  -7.491  -3.089
H  -1.850  -9.135  -2.728
H  -2.257  -7.772  -0.802
H  -0.884  -8.687  -0.469
H  -0.332  -6.401  0.109
H  -0.905  -5.797  -1.403
H  1.101  -4.956  -2.013
H  2.759  -5.651  -1.742
H  1.729  -5.275  -0.349
H  1.639  -8.961  -0.448
H  1.672  -7.612  0.704
H  2.900  -7.797  -0.463
H  2.368  -6.782  -3.813
C  -0.164  6.736  4.689
C  -1.522  6.705  3.894
O  -2.622  7.357  4.617
H  0.320  7.707  4.795
H  0.539  6.057  4.206
H  -0.342  6.232  5.639
H  -1.854  5.694  3.657
H  -1.283  7.208  2.957
H  -2.261  8.145  5.030
C  0.655  1.308  1.372
C  -0.011  1.496  -0.016
O  -1.247  0.797  0.038
H  0.140  1.950  2.086
H  1.669  1.710  1.355
H  0.636  0.317  1.825
H  0.727  1.356  -0.806
H  -0.168  2.563  -0.179
H  -1.955  1.327  0.410


# 4
Density functional theory data (ωB97M-V with the def2-TZVPD basis set) for a cluster of 6 separate species, C31H58BN2O9 in total in a non-equilibrium geometry.

Values from the calculation:
* electronic energy: -55159.6948 eV
* Kohn-Sham gap: 0.212 Ha
* energy relative to the best compared isomer or geometry (same formula, charge and spin): 5.649 eV
* max |F|: 0.10943 hartree/bohr
* lowest unoccupied orbital energy: -4.92 eV
* total charge: +1

Element x y z (Å)
C  1.725  -2.574  -0.812
C  2.016  -1.158  -1.573
O  0.722  -0.493  -1.660
C  3.050  -0.373  -0.579
N  3.203  1.078  -0.891
C  3.007  1.569  -2.253
C  3.139  3.066  -2.666
C  3.504  4.136  -1.600
C  3.644  5.700  -1.853
O  4.562  6.183  -2.573
O  2.774  6.667  -1.246
C  3.749  3.587  -0.162
C  3.588  2.058  0.130
B  3.911  1.653  1.699
O  3.579  2.621  2.726
N  4.478  0.350  2.124
C  5.844  0.089  1.554
C  4.513  0.186  3.615
H  0.786  -2.380  -0.162
H  2.564  -2.802  -0.046
H  1.530  -3.434  -1.533
H  2.541  -1.298  -2.578
H  0.511  -0.470  -2.628
H  4.063  -0.899  -0.721
H  2.659  -0.607  0.466
H  2.748  0.870  -3.132
H  2.955  3.417  -3.749
H  2.011  6.153  -0.870
H  4.037  4.328  0.674
H  4.425  3.086  2.952
H  5.821  -0.906  0.959
H  6.268  0.930  0.909
H  6.539  -0.113  2.458
H  3.467  0.376  4.026
H  5.311  0.897  4.022
H  4.759  -0.918  3.865
C  1.460  -7.815  -0.005
C  0.303  -7.645  -0.964
C  0.294  -6.146  -1.185
O  1.651  -5.698  -1.053
C  2.435  -6.765  -0.499
H  1.884  -8.820  -0.001
H  1.137  -7.575  1.013
H  0.522  -8.161  -1.904
H  -0.645  -8.025  -0.580
H  -0.304  -5.635  -0.423
H  -0.090  -5.870  -2.171
H  3.074  -7.160  -1.296
H  3.073  -6.376  0.298
C  -3.345  -1.137  -0.388
C  -3.657  -0.720  1.031
C  -3.124  -1.893  1.830
O  -2.020  -2.432  1.089
C  -2.018  -1.850  -0.222
H  -3.296  -0.304  -1.091
H  -4.105  -1.840  -0.743
H  -3.098  0.188  1.282
H  -4.717  -0.528  1.210
H  -3.877  -2.681  1.930
H  -2.789  -1.603  2.829
H  -1.181  -1.147  -0.274
H  -1.864  -2.631  -0.971
C  -8.471  -2.407  -1.339
C  -8.582  -1.197  -2.238
C  -7.299  -0.453  -1.924
O  -6.320  -1.442  -1.573
C  -6.984  -2.699  -1.384
H  -9.081  -3.253  -1.663
H  -8.769  -2.141  -0.319
H  -8.584  -1.512  -3.286
H  -9.476  -0.597  -2.060
H  -7.425  0.214  -1.064
H  -6.938  0.136  -2.770
H  -6.732  -3.342  -2.235
H  -6.622  -3.174  -0.469
C  -5.646  3.281  -5.489
C  -4.796  3.965  -4.442
C  -5.137  3.176  -3.193
O  -5.446  1.841  -3.617
C  -5.586  1.833  -5.045
H  -5.289  3.429  -6.509
H  -6.676  3.648  -5.429
H  -3.735  3.840  -4.685
H  -4.999  5.033  -4.340
H  -6.023  3.583  -2.695
H  -4.314  3.152  -2.475
H  -4.710  1.325  -5.464
H  -6.480  1.271  -5.324
C  4.462  3.886  6.869
C  5.855  4.208  7.365
C  6.716  3.764  6.198
O  5.930  3.947  5.010
C  4.572  4.206  5.392
H  3.675  4.452  7.370
H  4.257  2.819  7.007
H  5.955  5.288  7.513
H  6.115  3.709  8.299
H  6.969  2.701  6.272
H  7.642  4.337  6.117
H  4.366  5.264  5.200
H  3.897  3.603  4.782